ORCA calculation (ωB97M-V with the def2-TZVPD basis set) on a molecular structure, C32H84CuO32S10 in a non-equilibrium geometry.

Last column: Löwdin charge in e.
Atoms and positions in Å:
Cu 0.216496 1.225295 -1.354958  0.68
O -0.245167 1.539426 0.722395  -0.27
C -0.316515 0.244292 1.237356  -0.36
C 0.423861 -0.884498 0.494543  -0.30
O 0.423611 -0.860909 -0.920634  -0.30
H -1.371120 -0.034197 1.427181  0.09
H 0.064048 0.236142 2.273873  0.08
H 0.013336 -1.829567 0.864590  0.09
H 1.468805 -0.762688 0.813801  0.10
O -0.543731 -5.360239 4.766218  -0.29
S 0.113907 -5.420053 3.481280  0.62
O 1.480951 -5.840145 3.350851  -0.28
O -0.841619 -6.294342 2.528032  -0.25
C -0.433727 -6.541203 1.181920  -0.29
C -0.190803 -8.020136 0.908459  -0.05
C -0.089508 -3.808532 2.672883  -0.11
H 0.304985 -5.847962 0.783257  0.10
H -1.327758 -6.306533 0.596030  0.11
H -1.026499 -8.643339 1.216835  0.08
H 0.746858 -8.286408 1.401981  0.08
H -0.037870 -8.209758 -0.154658  0.07
H 0.127757 -2.996882 3.360670  0.07
H -1.128322 -3.801044 2.351083  0.05
H 0.560450 -3.831902 1.802130  0.05
O -2.986238 4.037444 4.122528  -0.27
S -3.240980 4.683490 2.865510  0.61
O -4.345987 4.297008 2.036350  -0.29
O -3.429350 6.249211 3.151318  -0.27
C -3.960353 7.116750 2.114180  -0.23
C -2.845764 7.788815 1.318256  -0.07
C -1.715780 4.686897 1.924024  -0.11
H -4.530310 7.809765 2.728127  0.12
H -4.611626 6.529396 1.469470  0.11
H -2.013749 8.139513 1.930118  0.08
H -3.289560 8.685860 0.878109  0.08
H -2.402498 7.220446 0.501312  0.06
H -1.238725 3.715564 2.050657  0.05
H -1.071957 5.494423 2.262164  0.08
H -2.046005 4.910261 0.912369  0.06
O -2.272473 -4.045652 -0.019821  -0.27
S -3.480129 -3.388314 -0.421107  0.61
O -4.563084 -4.172475 -0.943433  -0.27
O -4.025129 -2.524426 0.832672  -0.27
C -5.352113 -1.989330 0.819355  -0.27
C -5.619846 -1.369922 2.168544  -0.06
C -3.103551 -2.047045 -1.558945  -0.09
H -6.091658 -2.759054 0.588264  0.13
H -5.454734 -1.262051 0.012840  0.08
H -5.698755 -2.157983 2.917182  0.08
H -6.607441 -0.904741 2.147268  0.09
H -4.878313 -0.617478 2.429568  0.07
H -3.964678 -1.383707 -1.587823  0.05
H -2.852511 -2.423495 -2.549747  0.07
H -2.197934 -1.525366 -1.238775  0.05
O 4.812358 1.922618 -0.731597  -0.25
S 3.809050 1.187319 -1.450651  0.62
O 2.425330 1.399841 -1.106304  -0.32
O 3.993242 1.466241 -3.037443  -0.27
C 5.320061 1.270243 -3.558356  -0.27
C 5.701943 2.431952 -4.448436  -0.06
C 4.160932 -0.590178 -1.342978  -0.05
H 5.273671 0.374679 -4.180709  0.13
H 6.077754 1.165459 -2.782347  0.12
H 5.703137 3.398834 -3.948920  0.08
H 5.051967 2.494913 -5.324955  0.07
H 6.676490 2.220371 -4.894119  0.09
H 5.163009 -0.718416 -1.742729  0.07
H 3.421250 -1.093967 -1.960025  0.05
H 4.068005 -0.806036 -0.280068  0.05
O 1.228719 -4.844970 -4.109021  -0.29
S 1.360118 -5.227710 -2.732056  0.62
O 0.577706 -6.289862 -2.181262  -0.26
O 2.914509 -5.605596 -2.412268  -0.25
C 3.906999 -5.047671 -3.270074  -0.29
C 4.684016 -6.203056 -3.900214  -0.07
C 1.244250 -3.786537 -1.658881  -0.09
H 4.633197 -4.518382 -2.647861  0.12
H 3.567595 -4.392943 -4.069888  0.11
H 5.599707 -5.916103 -4.418671  0.08
H 4.080694 -6.675146 -4.680538  0.08
H 4.904242 -6.957987 -3.147174  0.08
H 1.061652 -4.149543 -0.653636  0.06
H 0.432286 -3.119908 -1.956622  0.04
H 2.092834 -3.128497 -1.836416  0.06
O -0.129392 5.632017 -0.660778  -0.26
S 0.866979 4.680264 -1.036309  0.66
O 0.547436 3.400889 -1.636500  -0.30
O 1.870483 5.448978 -2.035380  -0.23
C 2.837822 4.662038 -2.753101  -0.26
C 2.394232 4.252822 -4.133933  -0.05
C 2.002543 4.348027 0.339279  -0.07
H 3.139116 3.810199 -2.141144  0.08
H 3.756677 5.253554 -2.765361  0.13
H 1.687654 4.947910 -4.588596  0.09
H 1.788365 3.350626 -3.996408  0.07
H 3.188470 4.007769 -4.832930  0.07
H 1.375905 3.822728 1.066164  0.06
H 2.274366 5.281034 0.823901  0.08
H 2.760950 3.674430 -0.044784  0.04
O -0.730470 0.062691 6.975352  -0.27
S -0.290329 0.274392 5.618531  0.63
O 1.123636 0.335138 5.341521  -0.29
O -0.955694 -0.861040 4.667288  -0.25
C -2.386763 -0.962056 4.848738  -0.26
C -2.807805 -2.273257 4.204733  -0.06
C -0.955755 1.797499 4.913955  -0.11
H -2.942931 -0.156022 4.364818  0.11
H -2.677932 -0.980898 5.897315  0.12
H -2.903586 -2.215279 3.122059  0.06
H -3.818853 -2.514722 4.550876  0.08
H -2.229351 -3.129296 4.550562  0.08
H -0.788985 1.799679 3.839375  0.06
H -0.469599 2.636647 5.409259  0.08
H -2.007572 1.942088 5.154546  0.05
O 2.451375 -0.987239 -4.525677  -0.26
S 1.199905 -0.331219 -4.311353  0.66
O 1.086511 0.703377 -3.307818  -0.31
O 0.731308 0.370109 -5.680011  -0.24
C 0.949827 -0.283487 -6.924213  -0.27
C 2.331984 0.076400 -7.476711  -0.07
C -0.136875 -1.553227 -4.101168  -0.07
H 0.224920 0.131298 -7.626199  0.12
H 0.794331 -1.361133 -7.019924  0.13
H 2.396866 1.163866 -7.516327  0.08
H 2.529576 -0.328496 -8.469114  0.08
H 3.119772 -0.315395 -6.833686  0.06
H 0.219611 -2.538110 -4.397531  0.06
H -0.938114 -1.278610 -4.785365  0.08
H -0.495314 -1.480554 -3.075241  0.03
O -5.333848 1.435893 -2.434388  -0.28
S -6.531897 1.006361 -1.769142  0.60
O -7.195389 -0.204216 -2.187954  -0.27
O -6.309226 0.908128 -0.171059  -0.27
C -5.406123 1.863419 0.400835  -0.27
C -3.963954 1.439230 0.368186  -0.06
C -7.759741 2.324673 -1.886964  -0.10
H -5.716611 2.029363 1.430597  0.12
H -5.446483 2.824597 -0.119813  0.11
H -3.805758 0.457924 0.830342  0.06
H -3.343525 2.198016 0.836231  0.07
H -3.577056 1.185838 -0.622238  0.07
H -8.202969 2.218574 -2.871572  0.07
H -7.391525 3.327658 -1.690216  0.07
H -8.429587 2.066271 -1.066562  0.07
O 5.488894 1.313223 2.872371  -0.28
S 4.383275 0.397092 2.957008  0.61
O 4.202070 -0.660478 2.003901  -0.29
O 4.203489 -0.175524 4.431246  -0.24
C 4.307057 0.727038 5.525827  -0.29
C 5.551393 0.475040 6.359982  -0.06
C 2.855125 1.392401 2.869100  -0.10
H 3.452259 0.572857 6.187287  0.11
H 4.245278 1.779790 5.248276  0.11
H 5.603754 1.206552 7.165859  0.08
H 6.441391 0.612037 5.741084  0.08
H 5.581326 -0.539522 6.753097  0.08
H 2.628340 1.700810 1.850524  0.05
H 2.987947 2.283794 3.481189  0.07
H 2.048878 0.798151 3.292821  0.04

Forces on atoms 1 to 6 (eV/Å):
Cu 0.48 -1.41 2.36
O 0.77 -0.27 -2.45
C -0.95 -0.32 0.67
C 0.68 0.84 0.02
O -1.29 2.15 -0.43
H -0.20 -0.13 -0.53

The value obtained for the LUMO energy (spin up / spin down) is -0.027 / -1.559 eV. The HOMO energy (spin up / spin down) is -8.50 / -8.35 eV. The calculation puts the orbital gap (spin up / spin down) at 8.47 / 6.79 eV. As for the multiplicity: 2. Its expectation value of S² is 0.76.